No. 1
A structure of composition C10H5Cl2IrLaNO3 at a distorted geometry. Source: the Open Molecules 2025 dataset; level of theory: the ωB97M-V functional and the def2-TZVPD basis.

```
23
Properties=species:S:1:pos:R:3:forces:R:3:lowdin_spin:R:1
C -0.688 -1.644 2.408 -0.3 -0.4 0.7 0.05
C -0.998 -1.060 3.663 0.7 0.8 -2.1 0.30
C -0.366 -0.804 1.331 0.8 0.0 -0.4 0.19
O 2.447 5.934 -6.677 -2.2 -4.0 3.2 0.00
Cl -1.221 1.778 -4.804 0.1 0.2 -0.2 0.00
O -0.454 4.860 -7.795 0.7 -3.2 4.5 0.00
H -1.642 -1.413 5.682 0.2 -0.2 -0.2 0.01
C 2.746 0.608 -0.912 11.1 -0.9 -1.2 0.15
La 0.751 3.351 -4.742 -1.1 -1.8 1.2 0.03
O 3.897 0.599 -1.116 -5.4 -0.1 1.2 0.04
C -1.438 -3.271 4.562 0.3 0.1 -0.2 0.02
C -1.357 -1.879 4.733 -0.9 -1.7 1.4 0.22
Cl 1.422 2.286 -2.479 0.4 0.1 1.2 0.21
H -0.943 0.021 3.779 -0.1 -0.1 0.1 0.01
H -0.380 -3.531 1.325 -0.1 0.2 0.2 0.01
C -0.674 -3.059 2.266 0.6 1.5 -1.5 0.31
C 1.974 5.109 -6.016 4.0 6.1 -4.6 0.00
C -1.025 -3.860 3.353 -1.0 -0.7 2.2 0.21
H -1.026 -4.948 3.263 0.0 0.2 -0.1 0.01
Ir 0.933 0.751 -0.820 -2.2 2.7 -2.7 2.10
H -1.790 -3.892 5.380 0.1 0.0 0.0 0.00
N 0.076 -0.163 0.462 -3.5 -3.0 4.1 0.14
C -0.246 4.228 -6.845 -2.2 4.0 -6.8 0.00
```
Positions in Å, forces in eV/Å.

Calculated values
2S+1: 5
charge: +4
energy relative to the best compared isomer or geometry (same formula, charge and spin): 15.22 kcal/mol
gap between HOMO and LUMO (alpha / beta): 7.644 / 5.740 eV
highest occupied orbital energy (alpha / beta): -0.783 / -0.824 Ha
<S²>: 6.049

No. 2
A structure of composition C38H63ClGeN5OPS2Zn. Source: the Open Molecules 2025 dataset; level of theory: the ωB97M-V functional and the def2-TZVPD basis.

```
113
Properties=species:S:1:pos:R:3:forces:R:3:mulliken_charge:R:1
H 5.073 2.093 -6.938 0.0 0.0 0.0 0.43
C 0.561 1.803 3.073 -0.1 -0.1 0.1 0.81
H 2.256 2.163 4.112 0.1 0.0 0.0 0.23
H 0.591 -5.620 1.771 0.0 0.0 0.0 0.48
C 0.724 -1.705 2.260 0.0 -0.2 0.0 0.85
H 3.305 5.811 -3.225 0.0 0.0 0.0 0.47
C -5.248 -1.878 2.651 0.1 0.0 0.0 -0.95
H -1.736 -1.458 -3.350 0.0 0.0 0.0 0.65
P -1.347 -1.591 0.330 0.1 0.1 -0.3 -0.32
C -1.318 1.023 4.447 0.0 0.2 0.0 -1.10
H -4.555 -0.165 3.781 0.0 0.0 0.0 0.67
H -1.714 -0.196 -2.138 0.0 0.0 0.0 -0.20
C 0.271 -2.240 0.888 -0.1 -0.1 0.4 0.98
H 0.250 5.724 -3.947 0.0 0.0 0.0 0.41
H 0.933 1.635 5.089 0.0 0.0 0.0 0.18
H -4.038 -4.584 -1.881 0.0 0.0 0.0 0.54
C -2.995 -0.756 2.394 -0.1 -0.3 -0.1 0.39
H 1.032 6.781 -0.457 0.1 -0.1 0.0 0.36
C -4.157 -2.582 -2.699 0.1 0.0 0.0 -1.16
C 4.564 -1.062 0.381 -0.1 -0.1 0.0 -0.37
C 0.216 -4.607 1.923 0.1 0.1 0.1 -0.65
H -3.612 -1.606 0.520 -0.1 0.0 0.0 0.24
C 0.280 -2.591 3.430 0.1 0.0 -0.1 -0.43
C -3.627 -1.185 -2.389 0.1 -0.1 0.1 -0.44
Cl 1.163 0.493 -1.780 0.1 -0.3 -0.2 -0.43
H -0.844 0.135 4.873 0.0 0.0 0.0 0.35
C 3.413 0.443 -4.492 0.1 0.1 0.0 -0.03
Zn -0.295 1.624 -0.167 -0.2 0.4 0.4 0.76
H 5.347 -4.353 0.520 0.0 0.0 0.0 0.44
C 0.706 4.300 -1.675 -0.1 0.4 -0.4 -0.26
C 4.753 1.819 -5.940 0.0 0.0 0.0 -0.49
C 0.568 6.305 -3.081 -0.1 0.0 0.0 -1.75
H -1.758 -4.040 -2.470 0.0 0.0 0.0 0.56
N -1.115 4.677 1.442 0.1 0.0 -0.1 -0.17
C -1.498 -2.222 -1.372 -0.1 -0.1 -0.1 0.54
C -3.681 -3.580 -1.646 0.1 0.1 0.0 -0.19
H 2.403 5.677 -0.182 0.0 0.1 -0.1 0.34
H 1.138 7.165 -3.433 0.0 0.0 0.0 0.42
H -4.273 4.605 0.977 0.0 0.0 0.0 0.23
H -3.790 -2.891 -3.685 0.0 0.0 0.0 0.35
H 1.842 -4.055 3.224 0.0 0.0 0.0 0.42
H -1.011 5.621 1.777 0.0 0.0 0.0 0.22
O -1.181 -0.066 0.262 0.0 -0.1 0.2 1.32
H -3.163 0.215 1.924 0.0 0.0 0.0 0.33
H -1.279 1.841 5.169 0.0 0.0 0.0 0.51
C 4.866 2.136 -3.559 0.0 -0.1 -0.1 -0.40
C 1.895 6.299 -0.924 -0.1 0.0 0.0 -1.65
C 3.933 1.115 -3.382 0.0 0.0 -0.3 0.70
C -4.149 -1.088 3.363 0.0 0.0 -0.1 -1.12
H 0.283 -4.138 -0.201 0.0 0.0 0.0 0.39
H -0.438 -2.314 -1.632 0.0 -0.1 -0.1 0.64
C -2.100 -1.192 -2.353 -0.1 -0.1 0.0 -0.84
H -1.236 1.333 2.331 -0.1 0.0 0.1 -0.75
H 3.317 4.323 -2.266 0.0 0.0 0.0 0.32
H -0.810 -2.586 3.522 -0.1 0.1 0.0 -0.07
H 0.403 -0.669 2.385 0.0 -0.1 0.0 -1.56
H 5.533 -2.286 1.857 0.0 0.0 0.0 0.44
C 5.054 -2.261 0.885 0.0 0.0 0.0 -0.58
C 3.824 0.799 -5.769 0.0 0.0 0.0 -0.72
H 1.819 -1.692 2.246 0.0 0.0 0.0 0.71
N 1.295 1.877 4.183 0.2 0.1 -0.2 -0.38
H -5.280 -3.595 1.327 0.0 0.0 0.0 0.28
H -0.866 -4.683 1.969 -0.3 0.0 0.0 0.11
H 4.657 -0.154 0.967 0.0 0.0 0.0 0.40
C -2.867 -1.835 1.288 -0.1 0.0 0.2 0.88
H 4.282 -4.303 -1.712 0.0 0.0 0.0 0.44
H -3.967 -0.468 -3.137 0.0 0.0 0.0 0.52
H -3.317 5.900 1.606 0.0 0.0 0.0 0.20
H 6.003 3.275 -4.979 0.0 0.0 0.0 0.42
C 0.635 -3.730 0.749 -0.1 0.1 -0.1 -0.72
H 0.678 -2.186 4.364 0.0 0.0 0.0 0.50
H 1.725 -3.752 0.700 0.2 0.0 -0.1 0.27
H -0.318 6.668 -2.558 0.0 0.0 0.0 0.41
C 3.862 -2.200 -1.633 0.1 0.0 0.1 -0.08
H -4.125 -3.312 -0.683 0.0 0.0 0.0 -0.32
C 4.951 -3.422 0.132 -0.1 0.0 0.0 -0.57
C 0.746 -4.035 3.238 0.0 0.0 -0.1 -1.21
H -4.029 -0.842 -1.427 0.0 0.0 0.0 0.10
H -4.885 -3.992 2.985 0.0 0.0 0.0 0.47
N -0.693 1.406 3.185 0.0 0.0 0.0 0.49
H -1.847 -4.296 -0.747 0.0 0.0 0.0 0.25
H -0.286 4.103 1.340 0.0 0.0 0.1 -0.25
H -2.360 0.792 4.250 0.1 0.1 0.1 0.15
C 2.704 4.957 -2.908 -0.1 0.0 0.0 -1.71
H 0.427 -4.655 4.078 0.0 0.0 0.0 0.49
H 2.420 4.385 -3.792 0.0 0.0 0.0 0.42
C -2.152 -3.615 -1.543 -0.1 0.2 0.0 -1.22
C 4.353 -3.395 -1.126 0.0 0.0 0.1 -0.68
H -3.776 -1.675 4.209 0.0 0.0 0.0 0.33
S -2.496 2.585 0.524 -0.1 0.0 0.0 -0.58
H -5.596 -1.302 1.787 0.0 0.0 0.0 0.28
C 1.467 5.479 -2.154 0.1 -0.2 0.2 2.35
N 0.080 3.398 -1.341 0.3 -0.2 0.1 -0.40
H 5.286 2.656 -2.703 0.0 0.0 0.0 0.41
H 0.842 -1.707 0.118 0.2 0.1 0.0 -0.67
H -2.058 -0.687 2.951 0.0 -0.2 -0.2 -1.06
C -3.215 -3.211 1.871 -0.1 0.1 0.0 -1.05
H -2.956 -4.032 1.204 0.0 0.0 0.0 0.21
H 2.586 7.080 -1.248 -0.1 0.0 0.0 0.45
Ge 3.426 0.648 -1.607 -0.1 0.3 0.2 -0.18
H 3.424 0.279 -6.630 0.0 0.0 0.0 0.40
H -2.645 -3.352 2.788 0.1 -0.1 0.0 0.66
C -2.302 4.178 1.107 0.0 0.1 0.0 0.93
H 2.680 -0.347 -4.369 0.0 0.0 0.0 0.35
N -3.374 4.955 1.263 0.0 -0.1 -0.1 -0.44
H 3.426 -2.182 -2.627 0.0 0.0 0.1 0.30
C -4.720 -3.252 2.199 0.0 0.1 0.0 -1.03
C 3.970 -1.027 -0.880 0.0 -0.3 0.0 0.35
H 3.646 1.798 -0.620 0.0 0.0 0.0 -0.08
H -6.113 -2.003 3.302 0.0 0.0 0.0 0.58
C 5.275 2.486 -4.840 0.0 0.0 0.0 -0.65
H -5.247 -2.579 -2.752 0.0 0.0 0.0 0.48
S 1.293 2.221 1.560 0.0 -0.1 0.1 -0.66
```
Positions in Å, forces in eV/Å.

Calculated values
2S+1: 1
charge: +2
energy relative to the best compared isomer or geometry (same formula, charge and spin): 0.00 kcal/mol
gap between HOMO and LUMO: 9.508 eV
highest occupied orbital energy: -0.499 Ha

No. 3
A cluster of 2 separate species, C5H14 in total at a distorted geometry. Source: the Open Molecules 2025 dataset; level of theory: the ωB97M-V functional and the def2-TZVPD basis.

```
19
Properties=species:S:1:pos:R:3:forces:R:3:nbo_charge:R:1
H 2.131 -1.034 -0.492 -0.3 0.1 0.9 0.21
H 0.051 -0.744 -1.842 -0.5 0.0 0.0 0.20
H 0.844 -2.229 0.209 -0.1 0.9 0.2 0.21
C 0.699 -1.602 -1.949 0.3 0.0 1.2 -0.60
H 0.375 0.780 0.037 0.1 0.0 0.0 0.20
C -0.451 1.395 0.390 -0.8 -1.3 -0.2 -0.41
C 1.451 -1.873 -0.624 0.4 -1.1 -1.3 -0.62
H -1.754 -0.043 1.466 0.4 0.2 0.4 0.20
H 0.183 -2.473 -2.328 -0.3 -0.1 -0.1 0.20
H 2.106 -2.740 -0.791 0.1 0.2 -0.1 0.20
H -0.092 1.264 2.503 -0.2 -0.3 0.0 0.20
H 1.449 -1.300 -2.644 0.5 0.1 -0.8 0.20
H -1.747 -0.326 -0.175 -0.3 0.4 -0.7 0.21
H -0.909 2.710 2.031 -0.1 0.3 0.0 0.20
H -0.738 2.048 -0.427 0.5 0.7 0.1 0.20
H 0.840 2.512 1.836 -0.1 0.2 -0.6 0.21
H -2.598 1.131 0.554 -0.1 -0.2 -0.5 0.20
C -1.706 0.504 0.525 0.2 -0.3 0.8 -0.61
C -0.132 2.021 1.722 0.4 0.3 0.6 -0.61
```
Positions in Å, forces in eV/Å.

Calculated values
2S+1: 1
energy relative to the best compared isomer or geometry (same formula, charge and spin): 10.23 kcal/mol
gap between HOMO and LUMO: 12.611 eV
highest occupied orbital energy: -0.421 Ha

No. 4
A cluster of 2 separate species, CH5N3O2 in total at a distorted geometry. Source: the Open Molecules 2025 dataset; level of theory: the ωB97M-V functional and the def2-TZVPD basis.

```
11
Properties=species:S:1:pos:R:3:forces:R:3:nbo_charge:R:1
H -2.051 0.178 -0.836 -0.3 -0.2 -0.2 0.20
O 1.293 -0.056 0.769 -3.9 1.4 0.8 -0.77
N -0.997 -1.025 0.488 -3.9 -1.5 -4.2 -0.72
H -0.233 -0.807 1.008 3.4 -0.6 2.1 0.43
N 1.232 0.739 -0.577 -0.3 -0.4 -0.4 0.49
C -1.439 0.124 0.042 0.4 1.0 -1.9 0.09
O 2.350 0.957 -0.917 3.0 0.4 -0.4 -0.45
H -1.527 0.954 0.668 0.2 1.1 1.1 0.20
H 2.123 -0.412 0.824 3.6 -1.1 -0.2 0.47
H -0.944 -1.619 -0.388 0.6 0.1 2.2 0.40
N 0.193 0.967 -1.082 -3.0 -0.4 1.1 -0.34
```
Positions in Å, forces in eV/Å.

Calculated values
2S+1: 1
energy relative to the best compared isomer or geometry (same formula, charge and spin): 119.01 kcal/mol
gap between HOMO and LUMO: 9.465 eV
highest occupied orbital energy: -0.336 Ha